Molecular formula: C47H100F12N5O14S4
Method: DFT, wB97M-V/def2-TZVPD

Each atom is followed by the atoms it is bonded to, with distances in Å.
Geometry (Å):
1 S 17.862 3.939 -15.048  O26 1.458, O27 1.454, O28 1.458, C60 1.876
2 S 16.025 2.774 -7.951  O18 1.460, O29 1.455, O30 1.459, C69 1.890
3 S 23.884 -0.698 -12.087  O17 1.464, O22 1.442, O23 1.456, C55 1.932
4 S 16.442 -3.715 -13.641  O19 1.447, O24 1.466, O25 1.456, C52 1.897
5 F 24.813 -1.669 -9.764  C55 1.322
6 F 15.364 -5.341 -11.822  C52 1.324
7 F 23.535 0.045 -9.490  C55 1.339
8 F 16.636 -6.311 -13.258  C52 1.329
9 F 15.406 3.619 -15.920  C60 1.327
10 F 15.946 0.233 -8.674  C69 1.315
11 F 16.136 2.068 -14.570  C60 1.325
12 F 14.662 -5.640 -13.869  C52 1.320
13 F 15.678 0.586 -6.529  C69 1.342
14 F 15.479 3.984 -13.807  C60 1.326
15 F 22.702 -1.927 -10.023  C55 1.334
16 F 17.626 0.690 -7.358  C69 1.335
17 O 22.902 0.311 -12.486  S3 1.464
18 O 16.256 3.423 -6.664  S2 1.460
19 O 16.576 -3.725 -15.081  S4 1.447
20 O 18.058 -1.381 -11.532  C53 1.425, H131 0.985
21 O 15.048 -0.235 -12.512  C36 1.411, H135 0.992
22 O 25.264 -0.304 -12.230  S3 1.442
23 O 23.576 -2.006 -12.647  S3 1.456
24 O 15.503 -2.719 -13.119  S4 1.466
25 O 17.722 -3.636 -12.951  S4 1.456
26 O 18.561 2.850 -15.719  S1 1.458
27 O 18.354 4.159 -13.697  S1 1.454
28 O 17.742 5.182 -15.802  S1 1.458
29 O 17.047 3.110 -8.931  S2 1.455
30 O 14.674 2.860 -8.494  S2 1.459
31 N 17.504 2.863 -3.861  C40 1.557, C56 1.509, C59 1.507, C78 1.531
32 N 19.440 -1.236 -17.305  C38 1.521, C48 1.549, C80 1.534, C81 1.497
33 N 12.909 1.325 -11.316  C57 1.505, C65 1.507, C70 1.496, C76 1.495
34 N 20.416 5.605 -18.427  C41 1.523, C43 1.494, C45 1.498, C62 1.520
35 N 19.482 1.098 -11.173  C58 1.484, C68 1.499, C71 1.481, C82 1.502
36 C 14.391 -0.725 -11.363  O21 1.411, C65 1.512, H102 1.097, H128 1.093
37 C 20.343 8.832 -16.323  C74 1.521, H91 1.091, H172 1.090, H178 1.097
38 C 19.809 -1.812 -18.663  N32 1.521, C54 1.528, H88 1.084, H130 1.092
39 C 15.566 -0.510 -15.917  C72 1.535, H108 1.096, H116 1.085, H137 1.088
40 C 18.298 2.657 -5.184  N31 1.557, C75 1.505, H93 1.089, H117 1.087
41 C 21.166 5.274 -19.711  N34 1.523, C49 1.531, H105 1.085, H124 1.089
42 C 21.981 4.408 -16.733  C45 1.519, C50 1.530, H115 1.101, H134 1.092
43 C 18.991 5.588 -18.874  N34 1.494, C51 1.520, H111 1.088, H149 1.091
44 C 20.515 -1.281 -21.068  C54 1.552, H87 1.086, H96 1.088, H97 1.091
45 C 20.608 4.567 -17.364  N34 1.498, C42 1.519, H94 1.088, H151 1.085
46 C 15.529 1.723 -3.110  C73 1.515, C78 1.520, H103 1.090, H147 1.088
47 C 17.297 7.015 -2.186  C61 1.525, H107 1.093, H121 1.094, H161 1.086
48 C 20.598 -0.329 -16.820  N32 1.549, C64 1.520, H154 1.090, H173 1.082
49 C 20.244 5.577 -20.896  C41 1.531, C51 1.555, H132 1.090, H144 1.082
50 C 22.046 3.284 -15.698  C42 1.530, C67 1.537, H95 1.093, H114 1.091
51 C 18.938 6.156 -20.282  C43 1.520, C49 1.555, H159 1.087, H177 1.086
52 C 15.704 -5.378 -13.101  S4 1.897, F6 1.324, F8 1.329, F12 1.320
53 C 19.320 -1.438 -10.872  O20 1.425, C82 1.521, H118 1.091, H142 1.097
54 C 19.935 -0.732 -19.737  C38 1.528, C44 1.552, H84 1.087, H180 1.091
55 C 23.714 -1.076 -10.200  S3 1.932, F5 1.322, F7 1.339, F15 1.334
56 C 17.810 1.687 -2.966  N31 1.509, C73 1.524, H162 1.092, H169 1.088
57 C 13.846 2.325 -11.937  N33 1.505, H100 1.087, H112 1.089, H155 1.086
58 C 19.764 1.631 -9.817  N35 1.484, H86 1.090, H152 1.087, H167 1.090
59 C 17.890 4.200 -3.281  N31 1.507, C63 1.524, H122 1.096, H168 1.090
60 C 16.091 3.369 -14.811  S1 1.876, F9 1.327, F11 1.325, F14 1.326
61 C 18.156 6.660 -3.395  C47 1.525, C63 1.555, H146 1.088, H175 1.094
62 C 20.886 6.965 -17.936  N34 1.520, C74 1.530, H92 1.081, H136 1.090
63 C 17.683 5.408 -4.187  C59 1.524, C61 1.555, H89 1.088, H181 1.086
64 C 21.178 -0.920 -15.545  C48 1.520, C79 1.521, H139 1.089, H170 1.087
65 C 13.699 0.320 -10.517  N33 1.507, C36 1.512, H126 1.083, H176 1.088
66 C 17.008 -1.060 -17.996  C72 1.536, C81 1.521, H99 1.092, H113 1.092
67 C 23.307 3.279 -14.819  C50 1.537, H143 1.090, H150 1.087, H165 1.099
68 C 17.990 1.211 -11.268  N35 1.499, H101 1.085, H140 1.081, H160 1.087
69 C 16.345 0.938 -7.639  S2 1.890, F10 1.315, F13 1.342, F16 1.335
70 C 12.079 0.620 -12.341  N33 1.496, H85 1.088, H106 1.084, H120 1.090
71 C 20.068 2.050 -12.145  N35 1.481, H125 1.090, H174 1.086, H182 1.088
72 C 15.748 -0.383 -17.436  C39 1.535, C66 1.536, H119 1.096, H123 1.094
73 C 16.660 0.723 -3.232  C46 1.515, C56 1.524, H90 1.093, H127 1.096
74 C 20.168 7.356 -16.643  C37 1.521, C62 1.530, H109 1.089, H164 1.096
75 C 19.794 2.744 -5.048  C40 1.505, C77 1.525, H104 1.096, H166 1.096
76 C 11.998 2.031 -10.364  N33 1.495, H98 1.092, H141 1.085, H157 1.087
77 C 20.487 2.545 -6.391  C75 1.525, H110 1.088, H163 1.092, H179 1.090
78 C 16.000 2.751 -4.127  N31 1.531, C46 1.520, H83 1.089, H148 1.083
79 C 20.211 -1.991 -15.064  C64 1.521, C80 1.527, H138 1.085, H158 1.089
80 C 19.292 -2.327 -16.236  N32 1.534, C79 1.527, H129 1.085, H133 1.085
81 C 18.249 -0.346 -17.483  N32 1.497, C66 1.521, H145 1.087, H153 1.095
82 C 20.183 -0.230 -11.207  N35 1.502, C53 1.521, H156 1.084, H171 1.083
83 H 15.954 2.267 -5.101  C78 1.089
84 H 20.580 0.085 -19.421  C54 1.087
85 H 11.162 1.175 -12.529  C70 1.088
86 H 20.812 1.787 -9.560  C58 1.090
87 H 19.920 -2.137 -21.371  C44 1.086
88 H 19.063 -2.579 -18.838  C38 1.084
89 H 16.607 5.446 -4.342  C63 1.088
90 H 16.735 0.074 -4.108  C73 1.093
91 H 21.348 9.229 -16.174  C37 1.091
92 H 21.964 6.930 -17.875  C62 1.081
93 H 17.919 1.665 -5.426  C40 1.089
94 H 20.322 3.608 -17.790  C45 1.088
95 H 21.158 3.289 -15.060  C50 1.093
96 H 21.594 -1.407 -21.019  C44 1.088
97 H 20.385 -0.459 -21.774  C44 1.091
98 H 12.636 2.207 -9.495  C76 1.092
99 H 16.953 -1.127 -19.085  C66 1.092
100 H 14.220 2.937 -11.120  C57 1.087
101 H 17.708 0.796 -12.230  C68 1.085
102 H 13.635 -1.430 -11.730  C36 1.097
103 H 15.503 2.111 -2.092  C46 1.090
104 H 20.234 2.058 -4.314  C75 1.096
105 H 22.117 5.795 -19.681  C41 1.085
106 H 12.713 0.427 -13.199  C70 1.084
107 H 17.493 6.396 -1.306  C47 1.093
108 H 15.593 -1.600 -15.802  C39 1.096
109 H 19.122 7.068 -16.548  C74 1.089
110 H 21.547 2.738 -6.244  C77 1.088
111 H 18.374 6.111 -18.145  C43 1.088
112 H 13.274 2.897 -12.665  C57 1.089
113 H 16.958 -2.088 -17.631  C66 1.092
114 H 22.087 2.322 -16.209  C50 1.091
115 H 22.700 4.061 -17.492  C42 1.101
116 H 16.342 -0.108 -15.274  C39 1.085
117 H 17.824 3.393 -5.828  C40 1.087
118 H 19.743 -2.364 -11.263  C53 1.091
119 H 15.651 0.644 -17.808  C72 1.096
120 H 11.707 -0.308 -11.907  C70 1.090
121 H 16.248 6.761 -2.367  C47 1.094
122 H 17.232 4.297 -2.411  C59 1.096
123 H 14.891 -0.949 -17.814  C72 1.094
124 H 21.353 4.201 -19.711  C41 1.089
125 H 21.157 2.008 -12.129  C71 1.090
126 H 14.402 0.954 -9.992  C65 1.083
127 H 16.609 -0.088 -2.496  C73 1.096
128 H 15.126 -1.337 -10.835  C36 1.093
129 H 19.501 -3.254 -16.759  C80 1.085
130 H 20.846 -2.144 -18.583  C38 1.092
131 H 17.882 -2.234 -11.991  O20 0.985
132 H 20.636 6.409 -21.480  C49 1.090
133 H 18.264 -2.296 -15.890  C80 1.085
134 H 22.449 5.350 -16.439  C42 1.092
135 H 15.249 -1.000 -13.112  O21 0.992
136 H 20.464 7.650 -18.672  C62 1.090
137 H 14.562 -0.228 -15.611  C39 1.088
138 H 19.603 -1.580 -14.265  C79 1.085
139 H 22.166 -1.316 -15.774  C64 1.089
140 H 17.387 0.749 -10.499  C68 1.081
141 H 11.621 2.975 -10.742  C76 1.085
142 H 19.125 -1.434 -9.793  C53 1.097
143 H 23.430 2.297 -14.364  C67 1.090
144 H 19.989 4.741 -21.534  C49 1.082
145 H 18.526 0.597 -17.948  C81 1.087
146 H 18.204 7.482 -4.106  C61 1.088
147 H 14.553 1.305 -3.351  C46 1.088
148 H 15.424 3.668 -4.132  C78 1.083
149 H 18.577 4.580 -18.901  C43 1.091
150 H 23.451 4.098 -14.119  C67 1.087
151 H 19.875 4.893 -16.634  C45 1.085
152 H 19.339 0.999 -9.042  C58 1.087
153 H 18.019 0.006 -16.472  C81 1.095
154 H 20.107 0.597 -16.521  C48 1.090
155 H 14.594 1.775 -12.499  C57 1.086
156 H 20.525 -0.240 -12.236  C82 1.084
157 H 11.183 1.382 -10.053  C76 1.087
158 H 20.743 -2.856 -14.670  C79 1.089
159 H 18.844 7.236 -20.211  C51 1.087
160 H 17.877 2.289 -11.199  C68 1.087
161 H 17.492 8.062 -1.979  C47 1.086
162 H 17.791 1.987 -1.917  C56 1.092
163 H 20.374 1.520 -6.750  C77 1.092
164 H 20.606 6.784 -15.817  C74 1.096
165 H 24.167 3.351 -15.499  C67 1.099
166 H 20.188 3.653 -4.580  C75 1.096
167 H 19.294 2.614 -9.773  C58 1.090
168 H 18.898 4.043 -2.899  C59 1.090
169 H 18.813 1.273 -3.051  C56 1.088
170 H 21.267 -0.153 -14.780  C64 1.087
171 H 21.102 -0.205 -10.634  C82 1.083
172 H 19.770 9.104 -15.436  C37 1.090
173 H 21.368 -0.258 -17.577  C48 1.082
174 H 19.634 1.845 -13.118  C71 1.086
175 H 19.194 6.444 -3.125  C61 1.094
176 H 13.033 -0.287 -9.908  C65 1.088
177 H 18.092 5.706 -20.794  C51 1.086
178 H 19.930 9.466 -17.117  C37 1.097
179 H 20.053 3.184 -7.160  C77 1.090
180 H 18.941 -0.389 -20.026  C54 1.091
181 H 18.310 5.346 -5.070  C63 1.086
182 H 19.817 3.066 -11.849  C71 1.088

Calculated values
Charge   +1
HOMO-LUMO gap   7.8 eV
Highest occupied orbital energy   -0.3561 Ha
Multiplicity   1